No. 1
Molecular formula: C31H67BN2O7S
Method: DFT, the ωB97M-V functional and the def2-TZVPD basis

```
109
Properties=species:S:1:pos:R:3:forces:R:3
C 3.775 -0.740 4.993 0.1755 0.3829 0.0123
C 4.710 -0.314 4.093 -0.4398 -0.2845 0.2537
C 5.023 -0.963 2.763 -0.3338 1.4149 -0.7813
B 4.126 -0.448 1.547 -0.3102 -0.6095 0.1070
C 2.730 -1.123 1.272 0.2537 0.4279 -0.5017
C 1.729 -0.212 0.536 0.1705 -0.5509 -0.1694
C 0.296 -0.753 0.546 -0.0295 0.4901 -0.0713
C -0.591 -0.163 1.645 -0.3667 -0.5810 -0.6085
C -1.963 -0.863 1.662 0.2651 0.1055 0.0421
C -2.693 -0.776 3.023 -0.0595 0.0659 -0.8012
C -4.146 -0.269 2.894 0.6120 0.0366 -0.2055
S -4.605 1.067 4.013 -0.4782 -0.2869 0.6042
C -3.788 2.503 3.509 0.0650 -0.0020 -0.3602
N -4.211 3.674 3.820 -0.2174 0.2978 0.3411
N -3.277 4.583 3.334 0.1421 -0.1691 -0.1056
C -2.387 3.878 2.747 0.1404 0.0619 -0.0406
O -2.627 2.542 2.810 0.0687 -0.2044 -0.0252
O 4.548 0.542 0.689 -0.4606 0.2380 0.8085
C 5.151 1.707 1.213 0.6475 0.3518 -0.5224
C 4.152 2.843 1.436 -0.0332 0.0244 0.0032
C 3.286 2.687 2.684 -0.1240 0.3355 -0.2315
O 3.298 3.003 0.306 0.0800 -0.0242 0.1433
H 4.093 -1.047 5.987 -0.2373 1.7522 0.6247
H 2.701 -0.727 4.827 0.0846 -1.7926 -0.7937
H 5.310 0.561 4.354 1.2468 -1.0438 0.6623
H 6.064 -0.703 2.550 0.0333 -0.0473 0.0345
H 4.987 -2.041 2.887 -0.2677 -0.0273 -0.0424
H 2.965 -1.952 0.587 -0.1201 -0.2614 0.2288
H 2.319 -1.563 2.184 -0.0038 -0.0332 0.0186
H 2.061 -0.166 -0.503 0.0722 0.2030 0.0111
H 1.793 0.809 0.913 -0.2061 0.0334 0.0259
H 0.302 -1.845 0.603 0.0665 -0.0171 0.0637
H -0.167 -0.502 -0.414 -0.1035 -0.1019 0.0052
H -0.121 -0.268 2.626 0.1136 0.2110 -0.0017
H -0.758 0.882 1.378 0.2291 0.1899 0.5164
H -2.589 -0.431 0.878 0.0170 -0.0503 -0.0704
H -1.788 -1.900 1.369 -0.2162 -0.0904 0.1191
H -2.719 -1.778 3.449 0.1311 0.1275 0.3576
H -2.118 -0.106 3.658 -0.0861 -0.1246 0.2545
H -4.835 -1.069 3.161 -0.1997 0.1654 0.0505
H -4.373 0.019 1.868 -0.0440 0.0409 -0.0016
H -1.503 4.208 2.231 0.0032 -0.0177 -0.0358
H 5.881 2.055 0.474 0.0154 -0.0960 -0.0711
H 5.716 1.533 2.135 -0.1049 -0.1527 0.0652
H 4.749 3.758 1.537 0.1166 -0.0577 0.0902
H 3.378 1.713 3.163 -0.0922 -0.0643 -0.0567
H 3.546 3.454 3.413 0.0732 -0.1133 0.1222
H 2.249 2.873 2.406 -0.0554 -0.1824 0.0441
H 3.862 3.082 -0.470 -0.1120 -0.0270 -0.1085
C -2.626 -2.538 -2.715 0.0469 -0.1066 -0.0249
C -4.102 -2.258 -2.498 0.2982 0.0301 -0.0995
O -4.304 -1.056 -1.776 -0.3370 0.0527 0.2601
C -3.818 0.131 -2.375 0.0837 0.0491 -0.0656
C -4.453 0.453 -3.717 -0.0699 -0.0970 -0.0124
H -2.121 -2.580 -1.749 0.0426 -0.0343 -0.0166
H -2.480 -3.492 -3.224 -0.0032 -0.0167 0.0159
H -2.133 -1.769 -3.310 -0.0397 -0.0447 -0.0744
H -4.537 -3.052 -1.891 -0.0537 0.0989 0.0921
H -4.659 -2.249 -3.442 0.0705 0.0707 -0.0357
H -2.727 0.096 -2.465 -0.0083 -0.0006 -0.0357
H -4.048 0.927 -1.665 -0.0318 -0.0480 0.0493
H -4.243 -0.313 -4.464 0.0650 0.0278 -0.0124
H -4.067 1.401 -4.095 -0.0007 0.0109 0.0148
H -5.536 0.533 -3.617 0.0011 0.0218 0.0079
C -9.445 6.610 2.533 0.0604 -0.0344 -0.1070
C -9.826 5.213 2.993 0.0203 0.0625 0.1067
O -9.571 4.198 2.040 -0.1056 -0.0841 -0.0586
C -8.221 4.049 1.635 0.2154 -0.0164 -0.1028
C -7.263 3.722 2.766 -0.3736 0.0221 0.1937
H -9.968 6.862 1.609 -0.0223 0.0112 0.0124
H -9.710 7.341 3.297 -0.0258 -0.0061 0.0025
H -8.375 6.700 2.344 0.0114 0.0128 0.0707
H -10.900 5.172 3.177 -0.0073 -0.0585 -0.0424
H -9.336 4.977 3.945 0.0395 0.0227 -0.0144
H -7.884 4.942 1.095 0.0063 0.0214 0.0362
H -8.227 3.234 0.910 -0.0919 -0.0039 0.0012
H -7.238 4.524 3.505 0.1569 0.0067 -0.0109
H -6.246 3.572 2.415 -0.0295 0.0617 -0.1502
H -7.579 2.813 3.281 0.0017 -0.0120 -0.0150
C 3.341 -3.391 -4.560 -0.0189 0.0577 -0.1000
C 2.105 -3.867 -3.821 0.0879 -0.0759 0.0470
O 0.899 -3.254 -4.240 -0.1733 0.1170 0.1216
C 0.529 -3.446 -5.591 0.0551 -0.0211 -0.1190
C 0.335 -4.901 -5.983 0.0282 -0.0472 0.1011
H 3.446 -2.310 -4.461 0.0391 -0.0011 0.0226
H 4.228 -3.868 -4.140 0.0274 0.0583 0.0209
H 3.308 -3.624 -5.626 -0.0061 -0.0761 0.0169
H 2.204 -3.608 -2.766 -0.0824 0.0037 0.0159
H 2.018 -4.959 -3.869 0.0197 0.0011 -0.0557
H 1.252 -2.962 -6.259 0.0321 -0.0452 -0.0037
H -0.413 -2.909 -5.711 0.0050 0.0304 0.0647
H 1.256 -5.477 -5.887 0.0212 0.0215 -0.0635
H 0.006 -4.968 -7.021 -0.0155 0.0139 0.0005
H -0.418 -5.369 -5.348 -0.0175 0.0060 -0.0126
C 6.237 -0.442 -2.054 0.0994 0.0496 -0.0928
C 5.931 -1.866 -1.624 -0.0181 0.0928 0.0880
O 6.476 -2.864 -2.469 -0.1354 -0.1171 -0.0704
C 7.885 -2.876 -2.603 0.1061 0.0801 0.0030
C 8.632 -3.083 -1.297 -0.0965 -0.0025 0.0720
H 5.880 -0.266 -3.070 -0.0153 -0.0061 -0.0080
H 5.746 0.261 -1.380 -0.0281 -0.0930 -0.0401
H 7.308 -0.230 -2.037 0.0158 -0.0052 0.0459
H 4.852 -2.026 -1.650 -0.0061 -0.0577 -0.0329
H 6.248 -2.029 -0.587 0.0365 0.0247 0.0141
H 8.230 -1.963 -3.102 0.0018 0.0261 0.0457
H 8.103 -3.702 -3.281 -0.0703 -0.0124 -0.0152
H 8.450 -2.274 -0.588 0.0506 0.0420 -0.0288
H 9.705 -3.128 -1.483 0.0011 -0.0135 -0.0153
H 8.320 -4.015 -0.824 0.0152 -0.0141 -0.0106
```
Positions in Å, forces in eV/Å.

## Properties
**Frontier orbital gap**: 8.132 eV
**Charge**: 0
**SMILES**: C=CCB(CCCCCCCSc1nnco1)OC[C@H](C)O.CCOCC.CCOCC.CCOCC.CCOCC
**LUMO level**: 0.0076 hartree
**DFT total energy**: -62053.25511 eV

---

No. 2
Molecular formula: C3H5NO3
Method: DFT, the ωB97M-V functional and the def2-TZVPD basis

```
12
Properties=species:S:1:pos:R:3:forces:R:3
O 1.637 -0.608 -2.265 0.2430 -0.2585 0.3786
C 0.873 -0.190 -1.437 -0.3934 1.0701 -1.1119
C 0.633 -0.855 -0.126 -0.1952 -1.3874 1.2273
N -0.649 -0.610 0.505 -0.6014 0.7452 -0.0675
C -1.066 0.624 0.897 1.6102 0.7907 -0.3512
O 0.012 1.495 0.911 -0.7610 0.1512 -0.4633
O -2.168 0.992 1.171 -0.7652 -0.2430 0.3488
H 0.273 0.710 -1.704 -0.0176 -0.1707 0.4402
H 0.631 -1.921 -0.382 0.2615 0.0658 0.2471
H 1.407 -0.674 0.624 0.4359 0.0695 -0.5323
H -1.183 -1.340 0.930 -0.1318 -0.5436 -0.3721
H -0.400 2.378 0.876 0.3150 -0.2892 0.2563
```
Positions in Å, forces in eV/Å.

## Properties
**Frontier orbital gap**: 10.720 eV
**Charge**: 0
**Energy relative to the best compared isomer or geometry (same formula, charge and spin)**: 1.065 eV
**SMILES**: O=CCNC(=O)O
**LUMO level**: 0.0220 hartree
**DFT total energy**: -10824.62307 eV

---

No. 3
Molecular formula: C2H8N2OP
Method: DFT, the ωB97M-V functional and the def2-TZVPD basis

```
14
Properties=species:S:1:pos:R:3:forces:R:3
C -1.495 0.799 0.189 0.6115 -1.1262 1.9971
C 0.793 1.462 -0.091 2.2069 0.6752 0.6618
N 0.721 -2.487 0.758 -0.3330 1.0458 -1.7296
N -0.085 0.348 0.170 -0.7600 1.4764 0.6309
O 0.796 -3.116 -0.596 -0.1007 0.2853 0.4047
P 0.518 -1.168 -0.527 0.0027 -2.7793 -0.2063
H -2.116 -0.129 0.361 0.3344 1.1649 -0.7658
H -1.692 1.441 1.090 0.2259 -0.3841 -0.4115
H -1.757 1.453 -0.644 -0.2254 -0.3931 -0.5716
H 1.854 1.186 -0.287 -0.7500 -0.7621 -0.1520
H 0.506 1.968 -0.987 -0.4251 0.7865 -0.8594
H 1.078 2.287 0.663 -1.5031 -1.0588 -0.1145
H 1.715 -2.506 1.044 -0.5092 0.5125 -0.0744
H -0.835 -1.539 -1.142 1.2250 0.5571 1.1906
```
Positions in Å, forces in eV/Å.

## Properties
**Frontier orbital gap**: 6.962 eV
**Charge**: -1
**Energy relative to the best compared isomer or geometry (same formula, charge and spin)**: 0.052 eV
**LUMO level**: 0.1473 hartree
**DFT total energy**: -16517.34808 eV

---

No. 4
Molecular formula: C3H13N2O
Method: DFT, the ωB97M-V functional and the def2-TZVPD basis

```
19
Properties=species:S:1:pos:R:3:forces:R:3
C 0.853 -0.698 -0.805 3.7720 -1.1877 -1.2853
N 1.155 -2.133 -0.668 -1.3895 -0.2670 0.9679
C -0.479 -0.242 -0.291 -0.2399 1.1595 0.0124
N -0.823 -0.483 1.203 2.5295 -0.1763 1.5543
C -1.647 0.661 1.789 -1.0739 1.7258 3.0070
H 1.803 -0.187 -0.362 -2.0193 -0.2796 -0.5468
H 0.962 -0.605 -1.946 -0.8248 1.2507 1.6636
H 0.935 -2.697 -1.472 -0.1326 0.0936 -0.1211
H 2.076 -2.356 -0.375 0.6563 0.0749 0.2532
H -0.495 0.862 -0.362 -0.0917 -0.7532 -0.2418
H -1.219 -0.673 -0.953 -0.6129 -0.1198 0.4680
H 0.184 -0.439 1.771 -3.2156 -0.2828 -1.8337
H -1.198 -1.452 1.417 0.4111 1.4295 -0.4600
H -2.773 0.840 1.577 1.8544 -1.5998 -0.1062
H -1.531 0.770 3.000 -0.2226 -0.9497 -3.0406
H -1.242 1.617 1.451 0.5096 -0.3966 -0.2520
H 1.703 2.422 -0.979 -1.9134 0.4018 -0.4960
H 0.320 3.182 -1.304 0.1560 1.0314 -0.1372
O 0.723 2.337 -1.171 1.8472 -1.1545 0.5942
```
Positions in Å, forces in eV/Å.

## Properties
**Frontier orbital gap**: 9.746 eV
**Charge**: +1
**Energy relative to the best compared isomer or geometry (same formula, charge and spin)**: 2.458 eV
**LUMO level**: -0.1208 hartree
**DFT total energy**: -8341.52431 eV